1.
{"formula": "C9H11NO3", "method": "wB97M-V/def2-TZVPD", "species": ["O", "O", "O", "N", "C", "C", "C", "C", "C", "C", "C", "C", "C", "H", "H", "H", "H", "H", "H", "H", "H", "H", "H", "H"], "xyz": [[0.809, -3.027, -3.047], [-2.694, 2.191, 1.487], [-2.166, 0.957, -0.276], [-0.095, 2.701, 2.241], [0.306, 0.433, 1.437], [-0.340, 1.802, 1.135], [1.521, -1.033, -1.883], [0.448, -0.481, 0.239], [-0.199, -2.481, -1.000], [1.367, -0.190, -0.770], [0.731, -2.171, -1.992], [-1.845, 1.673, 0.818], [-0.342, -1.640, 0.096], [2.243, -0.786, -2.667], [0.161, 2.195, 0.259], [1.977, 0.665, -0.694], [-1.387, 0.556, -0.666], [-1.080, -1.888, 0.870], [-0.482, 3.610, 2.024], [-0.806, -3.353, -1.097], [1.500, -2.692, -3.656], [-0.263, -0.062, 2.231], [1.293, 0.659, 1.851], [-0.655, 2.363, 3.061]], "homo_ev": -8.95, "e_tot_ha": -630.050073, "smiles": "N[C@@H](Cc1ccc(O)cc1)C(=O)O", "homo_lumo_gap_ev": 9.527, "lumo_energy_ev": 0.6}

---

2.
{"formula": "C52H55BrN6O10PS2SeV", "method": "wB97M-V/def2-TZVPD", "species": ["Br", "Se", "V", "S", "S", "P", "O", "O", "O", "O", "O", "O", "O", "O", "O", "O", "N", "N", "N", "N", "N", "N", "C", "C", "C", "C", "C", "C", "C", "C", "C", "C", "C", "C", "C", "C", "C", "C", "C", "C", "C", "C", "C", "C", "C", "C", "C", "C", "C", "C", "C", "C", "C", "C", "C", "C", "C", "C", "C", "C", "C", "C", "C", "C", "C", "C", "C", "C", "C", "C", "C", "C", "C", "C", "H", "H", "H", "H", "H", "H", "H", "H", "H", "H", "H", "H", "H", "H", "H", "H", "H", "H", "H", "H", "H", "H", "H", "H", "H", "H", "H", "H", "H", "H", "H", "H", "H", "H", "H", "H", "H", "H", "H", "H", "H", "H", "H", "H", "H", "H", "H", "H", "H", "H", "H", "H", "H", "H", "H"], "xyz": [[-2.020, -6.512, 1.044], [0.165, -1.048, 3.621], [-0.620, -0.146, -0.373], [0.998, -5.951, -4.684], [-2.124, -0.586, -2.988], [3.742, 0.113, -2.392], [-3.212, -0.576, 1.458], [-0.197, 0.903, -1.689], [-1.807, -1.570, -1.906], [1.105, -1.495, 2.371], [-1.400, -0.457, 2.855], [-1.073, -0.315, -3.957], [-1.183, -1.300, 0.711], [0.598, 0.331, 4.349], [-0.170, 3.146, -1.787], [-0.322, -2.267, 4.565], [-0.700, -6.161, -2.681], [-1.725, 1.130, 0.535], [-3.639, -3.964, 3.855], [0.789, 0.796, 0.714], [-2.759, 0.660, -2.336], [1.050, -1.785, -1.255], [-3.251, -1.549, -5.300], [3.624, 3.862, -0.815], [3.303, 2.631, -1.380], [-4.905, 4.560, 2.082], [-4.278, -2.127, -6.040], [5.607, 1.953, -1.219], [2.551, 2.240, 2.299], [-2.050, -1.212, 1.834], [4.292, 1.667, -1.594], [4.601, 3.651, 2.396], [-0.723, 2.105, -2.000], [-5.026, 2.987, 4.032], [0.877, -3.029, -3.294], [-1.120, 1.968, 1.450], [-3.206, 4.672, 3.889], [-4.083, 3.722, 3.074], [-5.578, -2.392, -4.047], [5.925, 3.173, -0.639], [5.014, -0.041, -3.730], [0.645, -4.140, -1.199], [-3.855, 1.766, 1.538], [0.344, 1.820, 1.463], [4.368, -1.203, -1.273], [1.208, 2.567, 2.241], [-2.059, -3.707, 1.580], [-6.552, -3.207, -6.231], [-1.803, 2.746, 2.297], [-2.484, -4.945, 2.025], [2.101, 0.499, 0.718], [-3.097, 0.771, 0.744], [-3.254, 2.705, 2.283], [5.085, -3.356, 0.376], [4.934, 4.134, -0.448], [-3.402, -1.387, -3.930], [0.256, -5.456, -3.289], [4.291, -2.522, -1.738], [2.989, 1.187, 1.492], [4.792, -0.987, 0.037], [0.888, -2.935, -0.580], [5.150, -2.056, 0.856], [2.840, 3.948, 4.143], [4.176, 1.849, 4.121], [-2.436, -2.598, 2.309], [4.652, -3.587, -0.926], [-2.121, 1.959, -2.625], [1.067, -1.849, -2.594], [-3.267, -5.044, 3.157], [-4.567, -1.813, -3.300], [0.602, -4.185, -2.588], [3.539, 2.934, 3.234], [-5.454, -2.551, -5.427], [-3.226, -2.770, 3.436], [-6.427, -4.293, -6.238], [-1.463, -3.591, 0.688], [-2.526, 5.240, 3.248], [-5.472, 5.333, 2.612], [2.077, 3.461, 4.760], [5.126, 2.959, 1.729], [-2.727, 2.760, -2.218], [-6.533, -2.867, -7.267], [4.028, 0.887, 1.485], [-3.841, 5.385, 4.421], [-7.536, -2.991, -5.811], [-5.607, 3.932, 1.529], [-5.615, 3.708, 4.609], [-3.553, 0.582, -0.211], [4.823, -0.956, -4.293], [4.847, 0.023, 0.424], [-4.937, 1.665, 1.501], [5.186, 5.089, -0.001], [0.888, -3.033, -4.375], [-1.267, 3.359, 3.007], [3.578, 4.405, 4.810], [5.471, -1.868, 1.875], [1.217, -0.925, -3.121], [4.915, 0.807, -4.410], [6.028, -0.073, -3.329], [-4.248, 5.046, 1.356], [4.797, 1.165, 3.537], [-2.330, -1.220, -5.767], [2.370, 4.750, 3.565], [0.801, 3.380, 2.820], [2.408, -0.326, 0.094], [-2.611, 4.130, 4.631], [-3.532, -1.910, 4.021], [3.933, -2.719, -2.744], [3.395, 1.257, 4.607], [-4.670, -1.686, -2.226], [6.385, 1.211, -1.373], [2.844, 4.597, -0.657], [-5.716, 2.337, 3.489], [4.140, 4.425, 1.775], [4.804, 2.313, 4.888], [6.944, 3.376, -0.328], [-4.457, 2.364, 4.728], [-4.159, -2.254, -7.112], [2.272, 2.417, -1.651], [-1.002, -7.023, -3.098], [5.337, 4.128, 3.051], [0.963, -2.857, 0.503], [-1.150, -5.838, -1.837], [5.362, -4.188, 1.014], [4.581, -4.600, -1.306], [-1.984, 2.129, -3.697], [-3.613, -6.007, 3.514], [0.519, -5.037, -0.603], [-6.482, -2.733, -3.550]], "homo_ev": [-5.37, -5.40], "total_charge": -1, "e_tot_ha": -10152.748661, "s_squared": 0.7593, "homo_lumo_gap_ev": [6.878, 7.029], "multiplicity": 2, "lumo_energy_ev": [1.5, 1.6]}

---

3.
{"formula": "C25H49Cl4F18N4O13S", "method": "wB97M-V/def2-TZVPD", "species": ["Cl", "Cl", "Cl", "Cl", "S", "F", "F", "F", "F", "F", "F", "F", "F", "F", "F", "F", "F", "F", "F", "F", "F", "F", "F", "O", "O", "O", "O", "O", "O", "O", "O", "O", "O", "O", "O", "O", "N", "N", "N", "N", "C", "C", "C", "C", "C", "C", "C", "C", "C", "C", "C", "C", "C", "C", "C", "C", "C", "C", "C", "C", "C", "C", "C", "C", "C", "H", "H", "H", "H", "H", "H", "H", "H", "H", "H", "H", "H", "H", "H", "H", "H", "H", "H", "H", "H", "H", "H", "H", "H", "H", "H", "H", "H", "H", "H", "H", "H", "H", "H", "H", "H", "H", "H", "H", "H", "H", "H", "H", "H", "H", "H", "H", "H", "H"], "xyz": [[-0.604, 5.265, 0.916], [4.295, 4.142, -0.766], [0.510, 5.155, 3.955], [4.243, 2.254, 2.208], [-0.161, 0.788, 1.486], [-3.501, 5.111, 0.622], [-1.008, -1.752, -4.929], [0.622, 2.075, -0.610], [-5.337, -3.323, 5.176], [-6.752, -2.036, 4.162], [-5.424, 4.597, -0.238], [-2.243, -1.920, -2.573], [-6.231, -3.961, 3.316], [-3.154, -3.339, -1.238], [2.309, -5.093, -0.394], [-0.785, -0.257, -6.485], [1.004, -5.061, 1.335], [1.096, -0.036, -0.671], [3.083, -5.632, 1.556], [-1.670, 0.287, -4.585], [-1.539, -2.076, -0.534], [-0.951, 0.648, -1.002], [-4.469, 3.270, 1.198], [-5.015, -1.708, 2.124], [1.548, -0.962, -4.662], [1.976, -2.513, 0.492], [-0.497, -0.601, 1.784], [3.482, -3.117, 2.036], [0.141, -3.370, -2.423], [-2.747, 4.105, -1.652], [-1.361, -5.000, -2.056], [0.737, 1.069, -4.156], [1.129, 1.194, 2.070], [-1.239, 1.714, 1.779], [-3.491, -2.172, 3.701], [-3.853, 2.196, -1.229], [-2.578, 3.140, 3.713], [2.077, 1.548, 4.567], [-0.755, -2.716, 3.516], [2.765, -2.263, -2.506], [0.988, 4.605, 1.330], [2.904, 1.943, -4.929], [0.667, -0.134, -4.650], [1.553, 5.375, 2.510], [-3.585, 3.335, -0.997], [2.014, 1.574, -3.752], [-4.796, -0.363, 0.148], [-2.005, -2.784, -1.586], [-0.926, -3.783, -2.047], [4.044, 2.415, -0.497], [2.577, -3.344, 1.137], [2.264, -4.836, 0.913], [4.812, -1.719, 3.443], [3.913, -1.739, 2.249], [-4.254, 4.112, 0.163], [0.166, 0.844, -0.336], [4.925, 1.852, 0.586], [-0.442, -6.031, -4.093], [-4.064, -0.975, 1.316], [-5.773, -2.912, 3.990], [-0.750, -0.476, -5.172], [-1.927, 3.483, -2.654], [-0.781, 4.409, -2.998], [-4.609, -2.233, 3.234], [-0.529, -6.065, -2.574], [-2.541, 3.356, -3.549], [-4.056, 0.116, -0.496], [3.877, 2.282, -4.585], [2.577, 5.089, 2.743], [-3.537, -0.215, 1.896], [2.165, -2.398, -1.679], [2.996, 2.246, -0.255], [5.746, -2.246, 3.262], [4.255, 1.899, -1.436], [-0.490, -2.336, 4.420], [2.999, 1.070, -5.573], [-1.424, -6.194, -4.528], [0.015, -5.103, -4.434], [1.894, 1.338, 3.533], [-0.119, 4.529, -2.136], [0.228, -6.834, -4.402], [-2.059, 2.570, 2.999], [0.456, -5.960, -2.122], [2.416, 2.736, -5.494], [1.963, 0.710, 5.134], [-1.149, 5.402, -3.251], [-0.231, 3.992, -3.839], [-1.795, -2.776, 3.531], [1.823, 2.424, -3.097], [1.666, 4.741, 0.486], [2.501, 0.841, -3.092], [2.230, -1.769, -3.251], [2.967, -3.201, -2.860], [2.995, -1.157, 2.376], [1.401, 2.259, 4.855], [0.889, 3.550, 1.554], [-0.496, -2.091, 2.718], [4.413, -1.385, 1.348], [-5.510, 0.406, 0.431], [-3.326, -1.697, 0.969], [1.571, 6.435, 2.266], [5.031, 0.771, 0.561], [5.170, -0.686, 3.546], [-0.987, -7.008, -2.294], [-5.298, -1.151, -0.411], [5.916, 2.297, 0.600], [-2.411, 4.142, 3.575], [4.293, -2.007, 4.351], [-0.369, -3.654, 3.402], [3.025, 1.910, 4.700], [3.575, -1.702, -2.260], [-3.557, 2.859, 3.779], [-2.141, 2.906, 4.607], [-1.590, 2.499, -2.333]], "homo_ev": -16.99, "total_charge": 3, "e_tot_ha": -6214.991107, "homo_lumo_gap_ev": 9.183, "lumo_energy_ev": -7.8}

---

4.
{"formula": "C5H12N2O", "method": "wB97M-V/def2-TZVPD", "species": ["O", "N", "N", "C", "C", "C", "C", "C", "H", "H", "H", "H", "H", "H", "H", "H", "H", "H", "H", "H"], "xyz": [[-0.416, -2.842, 1.904], [-0.352, 3.485, -0.671], [-0.708, -1.252, -1.197], [0.323, -2.451, 0.732], [0.602, 1.284, -0.509], [-0.071, 2.311, 0.003], [0.882, 0.013, 0.262], [-0.178, -1.080, 0.149], [0.106, 3.653, -1.547], [-0.139, -0.850, -1.926], [0.923, 1.332, -1.547], [-1.360, -2.789, 1.719], [-0.991, -0.839, 0.836], [-1.655, -0.927, -1.316], [0.151, -3.221, -0.015], [1.877, -0.320, -0.048], [-0.842, 4.230, -0.245], [-0.458, 2.299, 1.016], [1.338, -2.314, 1.084], [0.968, 0.277, 1.316]], "homo_ev": -7.96, "e_tot_ha": -382.420753, "smiles": "N/C=C/C[C@@H](N)CO", "homo_lumo_gap_ev": 8.953, "lumo_energy_ev": 1.0}

---

5.
{"formula": "C28H35N7", "method": "wB97M-V/def2-TZVPD", "species": ["N", "N", "N", "N", "N", "N", "N", "C", "C", "C", "C", "C", "C", "C", "C", "C", "C", "C", "C", "C", "C", "C", "C", "C", "C", "C", "C", "C", "C", "C", "C", "C", "C", "C", "C", "H", "H", "H", "H", "H", "H", "H", "H", "H", "H", "H", "H", "H", "H", "H", "H", "H", "H", "H", "H", "H", "H", "H", "H", "H", "H", "H", "H", "H", "H", "H", "H", "H", "H", "H"], "xyz": [[34.928, 34.881, 5.146], [26.375, 37.367, -2.003], [26.495, 40.615, 1.788], [29.703, 36.407, -1.831], [30.787, 35.828, 0.349], [28.057, 35.843, 7.983], [31.792, 38.868, 3.014], [33.721, 34.328, 5.424], [31.993, 35.539, 1.000], [25.512, 38.489, 1.537], [31.201, 38.745, 4.370], [34.711, 33.149, 3.494], [32.714, 40.627, 4.358], [33.546, 33.124, 4.525], [29.993, 37.744, -1.695], [26.868, 38.400, 2.290], [31.719, 39.949, 5.268], [30.168, 37.007, 7.461], [28.608, 35.154, 7.071], [32.005, 36.503, -2.173], [32.687, 40.007, 3.019], [35.687, 34.173, 4.208], [25.320, 40.116, 1.203], [31.580, 35.562, 2.482], [30.034, 35.693, 6.657], [30.113, 35.824, 2.550], [26.927, 35.339, -0.924], [26.438, 36.454, -3.110], [31.560, 37.898, -1.875], [27.386, 39.804, 2.442], [28.820, 36.962, 8.331], [29.695, 36.059, 1.042], [26.724, 35.045, -2.446], [30.790, 35.587, -2.141], [26.826, 36.835, -0.807], [26.186, 36.835, -4.044], [33.038, 36.145, -2.486], [31.151, 40.181, 6.196], [35.420, 35.793, 5.633], [33.245, 34.734, 6.221], [26.125, 38.370, -2.066], [28.136, 34.323, 6.956], [26.942, 33.914, -2.949], [28.728, 36.238, -1.769], [28.744, 36.321, 0.703], [27.094, 37.610, 2.871], [27.254, 35.747, 8.292], [33.134, 40.000, 1.961], [30.651, 36.019, -0.772], [29.282, 38.480, -1.131], [32.893, 35.421, 0.433], [27.406, 34.687, -0.062], [24.717, 37.821, 1.514], [30.921, 37.582, 7.378], [29.400, 36.018, 3.432], [24.638, 40.827, 0.794], [32.160, 35.511, 3.224], [28.309, 37.897, 8.987], [33.486, 41.450, 4.605], [32.001, 37.976, 2.471], [30.839, 34.575, -2.611], [32.772, 32.524, 4.514], [32.269, 38.471, -1.759], [34.646, 32.447, 2.553], [36.577, 34.526, 3.848], [30.590, 38.032, 4.424], [26.690, 41.533, 1.495], [28.384, 40.147, 2.792], [30.642, 35.544, 5.834], [26.986, 37.355, 0.188]], "homo_ev": -7.11, "e_tot_ha": -1470.362782, "homo_lumo_gap_ev": 7.642, "lumo_energy_ev": 0.5}

---

6.
{"formula": "C9H19N3", "method": "wB97M-V/def2-TZVPD", "species": ["N", "N", "N", "C", "C", "C", "C", "C", "C", "C", "C", "C", "H", "H", "H", "H", "H", "H", "H", "H", "H", "H", "H", "H", "H", "H", "H", "H", "H", "H", "H"], "xyz": [[1.915, 0.312, -0.564], [2.650, -0.718, -0.297], [3.766, -0.631, 0.452], [0.128, -3.093, 0.829], [-0.995, -2.152, 0.628], [-2.239, -2.565, 0.316], [0.137, 2.338, 0.873], [-0.745, -0.591, 0.754], [0.846, -0.011, -1.322], [-0.886, 2.583, -1.479], [-0.830, 1.733, -0.192], [-0.601, 0.261, -0.541], [1.007, -2.872, 0.278], [-0.344, 3.208, 1.349], [0.117, -0.205, 1.432], [4.350, 0.321, 0.594], [-1.207, 3.592, -1.269], [-2.376, -3.568, -0.047], [-1.298, 1.915, -2.314], [-2.962, -1.865, -0.106], [0.818, 0.487, -2.268], [-1.332, -0.097, -1.280], [-1.597, -0.279, 1.270], [4.215, -1.514, 0.534], [0.229, 2.636, -1.772], [1.059, 2.781, 0.400], [-1.875, 1.945, 0.296], [-0.181, -4.071, 0.343], [0.553, -3.207, 1.847], [0.815, -1.047, -1.693], [0.595, 1.697, 1.513]], "homo_ev": -8.97, "e_tot_ha": -518.433489, "smiles": "C=C(C)C[C@H](C/N=N/N)C(C)C", "homo_lumo_gap_ev": 9.956, "lumo_energy_ev": 1.0}

---

7.
{"formula": "C13H52O13", "method": "wB97M-V/def2-TZVPD", "species": ["O", "O", "O", "O", "O", "O", "O", "O", "O", "O", "O", "O", "O", "C", "C", "C", "C", "C", "C", "C", "C", "C", "C", "C", "C", "C", "H", "H", "H", "H", "H", "H", "H", "H", "H", "H", "H", "H", "H", "H", "H", "H", "H", "H", "H", "H", "H", "H", "H", "H", "H", "H", "H", "H", "H", "H", "H", "H", "H", "H", "H", "H", "H", "H", "H", "H", "H", "H", "H", "H", "H", "H", "H", "H", "H", "H", "H", "H"], "xyz": [[-0.691, 2.959, 2.773], [2.022, 3.301, 3.483], [3.558, -4.787, 0.211], [-1.324, -0.321, -5.147], [0.728, -2.284, 3.211], [-3.531, -2.993, 0.167], [2.020, -2.835, -3.280], [0.684, -0.706, 0.561], [-0.877, -2.773, -4.024], [3.314, 3.775, -0.969], [-3.008, 1.176, 3.209], [-4.986, -1.316, -1.416], [3.383, -0.278, 1.213], [-1.369, -2.615, -2.688], [-3.796, 1.318, 2.037], [0.039, -1.213, 3.815], [2.852, 3.595, 0.361], [-1.603, 0.868, -4.393], [-2.907, -2.164, 1.140], [-1.258, 3.935, 1.936], [4.329, 0.085, 0.203], [-4.500, -0.017, -1.724], [3.568, -3.391, -0.058], [2.165, 1.876, 3.483], [0.090, 0.366, -0.114], [2.207, -1.483, -3.641], [-2.106, 3.594, 1.344], [-2.208, 1.707, 3.071], [-0.979, -1.706, -2.221], [1.933, -1.268, -4.678], [0.468, -0.261, 3.503], [4.134, -2.863, 0.716], [-3.907, -2.327, -0.449], [-4.703, 0.731, 2.173], [2.544, -3.023, 0.059], [0.779, -2.135, 2.260], [1.078, -3.015, -3.413], [0.241, 3.140, 2.959], [3.968, -0.480, 1.951], [-3.595, -1.784, 1.904], [2.644, 4.533, 0.890], [3.923, -3.154, -1.059], [2.569, 4.100, -1.484], [-4.929, 0.685, -1.000], [3.240, -1.183, -3.473], [1.618, -0.532, 0.758], [3.213, 1.580, 3.564], [-0.942, 1.642, -4.796], [-2.451, -1.310, 0.624], [1.584, -0.840, -3.005], [-1.022, -1.210, 3.535], [-2.110, -2.699, 1.659], [-4.746, 0.318, -2.729], [-2.652, 1.143, -4.534], [0.116, 1.293, 0.475], [0.538, 0.559, -1.097], [-3.270, 0.930, 1.157], [-0.971, 0.173, -0.281], [-0.537, 4.353, 1.224], [2.301, 3.612, 4.349], [-1.109, -1.912, -4.436], [1.641, 1.444, 4.339], [4.516, -0.726, -0.504], [5.264, 0.501, 0.581], [-1.371, -0.144, -6.088], [-0.007, -1.297, 4.900], [-3.433, 0.054, -1.505], [-2.463, -2.612, -2.759], [-1.606, 4.791, 2.525], [-1.144, -3.446, -2.020], [-4.029, 2.378, 1.899], [1.732, 1.447, 2.584], [-5.702, -1.576, -1.997], [3.661, 3.134, 0.924], [2.712, -5.025, 0.588], [3.914, 0.897, -0.405], [-1.364, 0.678, -3.351], [1.918, 3.030, 0.421]], "homo_ev": -9.52, "e_tot_ha": -1504.373775, "homo_lumo_gap_ev": 9.559, "lumo_energy_ev": 0.0}